[1]
Formula: C7H26O8
Source: the Open Molecules 2025 dataset
Level of theory: ωB97M-V/def2-TZVPD

Geometry as XYZ:
```
41
Properties=species:S:1:pos:R:3:forces:R:3:nbo_charge:R:1
O 0.9287 1.3484 -1.9769 -0.3181 0.5701 0.5086 -0.580
C -0.2615 1.5721 -2.0747 0.2350 -0.8365 -0.9702 0.487
C -1.1595 0.6205 -2.8406 -0.5672 -0.4896 0.9205 -0.524
C -2.5238 0.3932 -2.1553 -0.0401 -0.1695 -0.2979 -0.443
C -2.4852 -0.3158 -0.8245 -0.1942 0.3589 0.9030 0.036
C -3.3872 -0.0185 0.1155 0.0734 0.1885 -0.0665 -0.409
C -1.4464 -1.3810 -0.6036 -0.2285 0.1863 -0.1988 -0.441
C -1.7443 -2.6094 -1.4665 -0.4150 0.3671 0.0380 -0.600
H -0.7184 2.4922 -1.6789 0.1099 0.0122 0.1562 0.139
H -1.3290 0.9957 -3.8438 0.0462 0.3518 -0.2023 0.246
H -0.6702 -0.3535 -2.9456 0.2472 0.2974 -0.0490 0.233
H -3.1647 -0.1884 -2.8189 0.1648 -0.1918 -0.2476 0.227
H -3.0716 1.3177 -2.0474 -0.0402 0.4910 0.1342 0.217
H -4.1407 0.7501 0.0050 0.0074 0.1302 -0.3809 0.191
H -3.4479 -0.4923 1.0843 0.3332 -0.3512 0.0170 0.194
H -0.4547 -0.9893 -0.8582 -0.0767 -0.1062 0.1451 0.211
H -1.4211 -1.6531 0.4603 0.0121 0.0374 -0.3000 0.218
H -1.8360 -2.3800 -2.5409 0.2069 -0.0352 0.3720 0.198
H -2.6929 -3.0534 -1.1549 0.0611 -0.0306 -0.0245 0.207
H -0.9559 -3.3141 -1.3014 0.4118 -0.6392 -0.2035 0.218
H 2.8136 -1.1449 -2.3308 -0.0018 -0.0586 -0.0621 0.481
H 1.6117 -0.2861 -1.9075 0.0563 -0.0680 -0.1648 0.501
O 1.9909 -1.1842 -1.8324 0.0485 0.0643 0.0023 -0.971
H 0.5728 1.1862 2.2562 -0.2729 0.0734 -0.0892 0.495
H -0.9231 1.5724 2.2149 0.1831 0.0359 -0.1568 0.468
O -0.0695 1.7829 1.8144 -0.4019 -0.0507 -0.0978 -0.997
H 2.4641 -1.1786 -0.1442 -0.0714 -0.1646 1.1660 0.510
H 2.1115 -1.5811 1.3949 -0.0556 -0.0506 -0.5867 0.512
O 2.6928 -1.0473 0.8213 0.2177 0.0855 -0.6028 -1.043
H 3.0426 0.6875 0.8110 -0.0633 -0.0112 0.0192 0.508
H 2.5069 1.8765 0.0090 -0.0112 0.0399 0.0689 0.488
O 3.0649 1.6668 0.7694 0.1549 -0.0475 -0.4785 -0.990
H 2.4002 0.1778 2.7063 0.0288 0.0117 0.1035 0.489
H 1.9570 1.4272 3.5023 -0.0335 -0.2893 -0.0985 0.520
O 1.7379 0.4687 3.3484 0.1634 -0.0922 0.1834 -1.012
H 2.6416 2.6550 2.0816 -0.4805 0.3692 0.6551 0.506
H 1.3069 3.2568 2.5909 -0.1054 -0.0902 -0.0776 0.490
O 2.1959 3.0389 2.8917 0.6863 0.0565 -0.2659 -0.994
H 0.1674 -2.7174 2.8000 0.0198 0.2348 0.1530 0.488
H 0.8117 -1.2806 3.0897 -0.1520 -0.6510 -0.1259 0.513
O 0.8843 -2.1174 2.5798 0.0617 0.4616 0.2018 -0.987
```
Forces are in eV/Å.

Its structure (SMILES) is C=C(CC)CCC=O.O.O.O.O.O.O.O. The energy above the lowest of the compared OMol25 structures with the same formula, charge and spin comes out at 0.00 kJ/mol. As for the total charge: 0. As for the spin multiplicity: 1. The calculation puts the total energy at -884.2391 Ha.

=====

[2]
Formula: C6H40NO13S
Source: the Open Molecules 2025 dataset
Level of theory: ωB97M-V/def2-TZVPD

Geometry as XYZ:
```
61
Properties=species:S:1:pos:R:3:forces:R:3:nbo_charge:R:1
C 0.4104 0.9395 -3.8932 1.4072 -0.0522 -0.2200 -0.446
C -0.1010 1.4417 -5.2540 0.1371 0.8711 0.2823 -0.527
S -1.8991 1.5369 -5.3049 -0.8890 -0.3534 -0.3127 -0.680
C -0.2444 -0.3710 -3.4279 0.5225 -0.0522 -0.1040 -0.227
N 0.6391 -1.3759 -2.7821 0.4403 -1.8805 -0.9381 -0.492
C 1.6176 -0.9444 -1.8013 -1.2149 0.6745 2.1579 -0.228
C 0.7688 -0.3917 -0.6204 -0.6962 0.5679 -0.1258 -0.615
C 1.2715 -2.2509 -3.8218 0.1083 2.4528 -0.2399 -0.421
H 1.4647 0.6781 -3.9731 0.5020 -0.1978 -0.5906 0.179
H 0.5500 1.7350 -3.1447 -1.1062 -0.0987 0.0671 0.198
H 0.3865 0.8820 -6.0607 -0.4668 -0.5543 0.0419 0.174
H 0.1821 2.4726 -5.5172 0.5411 -0.2095 0.7046 0.203
H -1.0609 -0.1978 -2.7489 -0.5085 0.1777 0.0619 0.188
H -0.6147 -0.8973 -4.3225 -0.3153 0.5340 0.4137 0.221
H 2.2715 -0.1059 -2.0786 0.2733 -0.4412 -0.5540 0.171
H 2.1815 -1.7920 -1.3813 0.0090 0.1711 -0.6757 0.211
H -0.0240 -1.1065 -0.3970 -0.0236 -0.0424 -0.0654 0.208
H 1.2226 -0.1643 0.3537 0.5527 -0.0567 -0.5252 0.209
H 0.2664 0.5354 -0.9765 0.2357 -0.4362 0.3542 0.193
H 0.5846 -2.3301 -4.6663 -0.2200 -0.8850 0.3872 0.205
H 2.0284 -1.6056 -4.2841 0.7126 -0.4101 -0.0894 0.171
H 1.7332 -3.1677 -3.4593 -0.3515 0.0232 0.1191 0.200
H 1.4370 2.3060 4.7837 0.0656 -0.3432 0.3164 0.496
H 0.6509 1.1021 5.3878 0.3763 -0.1402 0.0162 0.489
O 1.5447 1.4527 5.2721 -0.3911 0.8032 0.0827 -1.001
H -3.6619 1.2855 2.7088 -0.2146 -0.3814 -0.4331 0.469
H -3.3902 1.4590 1.1118 -0.6623 -0.2838 1.3422 0.513
O -3.3204 1.8596 2.0248 0.9532 0.7701 -0.4642 -1.021
H -1.6254 3.5570 3.0636 0.2131 0.0576 -0.5065 0.490
H -1.2419 2.9015 1.7702 -0.0828 -0.1518 -0.0783 0.506
O -0.9048 3.5412 2.4054 -0.5928 0.1329 0.7145 -0.974
H 0.5696 3.7733 3.3899 0.7660 -0.2410 -0.4875 0.509
H 2.0206 3.4260 2.8890 -0.1691 -0.0198 -0.2007 0.485
O 1.5008 3.6269 3.6696 -0.3327 0.3985 0.5222 -0.980
H -4.0932 1.1957 -0.9009 -0.3444 -0.2608 0.0488 0.518
H -4.0559 -0.2317 -0.4154 -0.0340 0.1334 0.1948 0.477
O -4.2702 0.6546 -0.0934 0.2057 -0.0599 -0.6682 -0.980
H -1.9632 0.7099 4.8621 -0.1328 -0.0840 0.2111 0.468
H -0.9242 1.6830 4.4662 0.0378 0.2479 -0.0469 0.474
O -1.4934 1.4721 5.2174 0.0205 -0.1266 -0.3705 -0.938
H -1.5380 -3.1099 -0.0557 0.4600 0.2510 0.6921 0.504
H -1.6610 -4.5023 -0.1427 0.3111 -0.4397 0.6634 0.465
O -1.2647 -3.8809 0.4938 -0.8510 -0.0619 -0.9825 -0.986
H 3.0109 1.1670 4.4148 0.3164 -0.5870 -0.0253 0.505
H 3.3151 -0.0988 3.6432 -0.0116 -0.0193 0.3101 0.466
O 3.7551 0.6934 3.9782 -0.1350 0.0780 -0.4347 -0.990
H 4.4934 0.3774 2.1113 0.2372 0.1575 0.0279 0.490
H 4.6026 0.5158 0.5918 -0.0760 0.0578 -0.1315 0.459
O 4.9749 0.0435 1.3375 -0.0701 -0.0646 0.1525 -0.960
H -0.0655 -1.4654 5.0401 0.2481 0.1445 0.0886 0.466
H 0.2036 -1.5139 3.5714 0.1670 0.0382 -0.2714 0.476
O 0.4586 -1.0222 4.3589 -0.5248 -0.3795 0.0727 -0.939
H -2.5225 -1.9479 -2.1775 0.1246 0.1202 -0.1775 0.495
H -1.0607 -2.5061 -2.0865 -0.1913 0.5751 0.0604 0.516
O -1.9399 -2.4950 -1.6452 0.1446 -0.3110 -0.1953 -1.005
H -2.4700 1.5436 -2.0410 0.0455 0.1147 -0.0137 0.462
H -3.0524 1.5765 -3.4184 -0.1453 -0.0236 0.3680 0.518
O -3.3444 1.5493 -2.4493 0.5272 -0.0216 -0.4496 -1.032
H 0.6178 -4.5151 1.1955 0.1217 0.7038 0.0221 0.486
H 1.5216 -5.2226 0.3042 0.5446 0.2172 -0.0541 0.454
O 1.5518 -4.4809 0.9251 -0.5742 -0.8029 -0.0641 -0.944
```
Forces are in eV/Å.

The energy above the lowest of the compared OMol25 structures with the same formula, charge and spin comes out at 231.30 kJ/mol. As for the total charge: -1. As for the spin multiplicity: 1. The calculation puts the total energy at -1683.6875 Ha.

=====

[3]
Formula: C3H11N2O2
Source: the Open Molecules 2025 dataset
Level of theory: ωB97M-V/def2-TZVPD

Geometry as XYZ:
```
18
Properties=species:S:1:pos:R:3:forces:R:3:nbo_charge:R:1
C 0.3434 -1.6619 0.2445 0.6943 -0.1247 -0.1952 -0.435
N -1.0392 -1.0504 0.1586 -0.4785 -0.3579 -1.3263 -0.537
C -1.7986 -0.8449 1.4329 0.2861 -0.0409 0.1330 -0.418
H 0.8097 -1.6623 -0.7887 -0.8506 -0.4228 1.1647 0.248
H 1.0377 -1.0407 0.8511 -0.9312 -0.1825 -0.1152 0.214
H 0.3176 -2.6624 0.7490 -0.1563 0.8430 -0.8285 0.252
H -1.6532 -1.6045 -0.4865 0.8833 0.2149 0.6732 0.433
H -0.9577 -0.1260 -0.3501 0.1923 -0.0719 0.5790 0.481
H -2.0081 -1.8068 1.9218 0.2770 0.3005 -0.2315 0.235
H -2.7546 -0.3660 1.1839 0.4403 0.0323 0.1469 0.247
H -1.1556 -0.2150 2.0579 -0.4911 -0.1032 0.0257 0.231
N 1.7583 1.5792 -0.3165 -0.2387 -0.0744 -1.3847 -0.828
C 0.6443 1.8242 -1.1066 -0.3367 1.4221 -0.5500 0.906
O 0.9408 2.6259 -2.1916 -1.4225 -1.4976 1.3299 -0.648
O -0.5218 1.5124 -0.8654 1.6990 -0.5203 -0.2658 -0.664
H 2.6547 1.6147 -0.8226 -0.6601 -0.1049 0.5677 0.408
H 1.6624 0.7807 0.2752 0.1049 -0.0742 0.4847 0.387
H 1.7198 3.1037 -1.9468 0.9886 0.7627 -0.2075 0.487
```
Forces are in eV/Å.

The energy above the lowest of the compared OMol25 structures with the same formula, charge and spin comes out at 100.39 kJ/mol. As for the total charge: +1. As for the spin multiplicity: 1. The calculation puts the total energy at -380.6756 Ha.

=====

[4]
Formula: C10H22Al3BClF10IN2O8S2
Source: the Open Molecules 2025 dataset
Level of theory: ωB97M-V/def2-TZVPD

Geometry as XYZ:
```
60
Properties=species:S:1:pos:R:3:forces:R:3:nbo_charge:R:1
C 1.2088 -1.1483 1.5465 -0.9599 -0.1318 0.5489 -0.636
C 0.9246 0.2531 2.0987 1.3897 0.1297 -0.3539 -0.354
C 0.3694 1.3318 1.1711 0.2377 0.5947 0.8081 -0.565
C 0.9913 1.4164 -0.1680 -1.3690 -3.0957 -0.7495 -0.090
B -1.2376 1.3439 0.8240 0.8617 0.0289 -0.9782 -0.314
I -1.8811 -0.3616 -0.4061 -0.0054 -0.7480 -0.0022 0.054
S -2.3240 1.6782 2.3516 -0.5381 1.6124 -0.2775 1.901
O -1.5663 1.4893 3.6622 -0.1710 -0.3094 -0.4602 -1.176
O -2.8925 2.9925 2.2914 -0.0297 -0.1059 -0.0778 -0.856
C -3.6861 0.4268 2.4884 -0.3035 -0.4888 1.5700 0.413
F -4.1221 0.4913 3.7786 0.2710 0.1936 -0.1672 -0.308
F -3.0912 -0.7490 2.3618 0.0749 0.3848 0.1521 -0.263
C -4.9462 0.7451 1.6329 -0.1989 -0.1710 -0.2772 0.937
F -5.8025 -0.2370 1.6486 -0.0040 -0.3809 0.0662 -0.253
F -4.6057 1.0415 0.3841 0.1245 0.1056 -0.2123 -0.304
F -5.5239 1.8069 2.1815 0.0354 0.4113 0.0386 -0.294
H 0.3560 -1.7955 1.7649 -0.0115 -0.1157 -0.1174 0.215
H 1.3370 -1.1802 0.4672 0.2848 0.0570 -0.0345 0.204
H 2.0642 -1.5514 2.0815 0.1891 -0.0496 -0.2525 0.254
H 0.2638 0.2014 2.9817 0.5538 -0.0798 -0.7900 0.105
H 1.8841 0.6075 2.4878 -0.0731 0.0683 0.2485 0.250
H 0.5299 2.2741 1.7239 -0.3568 0.1524 -0.0723 0.290
H 1.6302 2.7173 0.0811 0.3125 1.1758 0.5599 0.247
H 0.3186 1.5602 -1.0219 0.3148 0.8379 -0.2171 0.319
H 1.7525 0.6794 -0.4021 0.3072 0.2002 0.0174 0.241
H -1.3756 2.2803 0.1014 -0.5780 0.1882 0.3816 0.053
Al -0.8776 0.1056 4.5946 -0.2531 -0.5653 1.2432 0.935
C 6.3124 -1.7887 3.7783 0.0241 -0.1175 0.0569 -0.830
S 5.5049 -0.4358 2.9262 0.0959 0.1106 -0.0052 1.257
O 4.0609 -0.4926 3.2992 -0.1630 -0.0319 -0.1029 -1.015
C 5.6476 -1.1250 1.2757 -0.0334 -0.0696 -0.0528 -0.830
H 6.2895 -1.5707 4.8436 -0.0143 0.0394 -0.0012 0.245
H 5.7778 -2.7174 3.5799 -0.0309 0.0214 -0.0223 0.233
H 7.3462 -1.8609 3.4419 0.0053 0.0238 -0.0023 0.235
H 5.1594 -2.0991 1.2428 -0.0113 0.0052 0.0349 0.231
H 6.7007 -1.2168 1.0124 0.0062 0.0263 -0.0059 0.239
H 5.1590 -0.4417 0.5840 0.0119 0.0279 0.0083 0.241
N -8.3333 2.1486 0.5380 0.0653 0.0114 0.0490 0.699
O -8.1994 1.2326 -0.2768 0.0309 -0.0426 -0.0373 -0.334
O -8.7838 1.9125 1.6575 -0.0282 -0.0205 0.0295 -0.337
O -8.0039 3.2942 0.2301 0.0158 0.0355 -0.0293 -0.342
O -0.8117 1.8341 -2.5037 -0.5016 0.9332 0.3694 -0.936
H -1.7054 1.4758 -2.5016 0.0119 -0.0701 -0.0391 0.486
H -0.9086 2.7318 -2.8411 0.0547 -0.0329 -0.1294 0.481
Cl 2.4194 3.1455 -0.8825 0.0692 -0.1063 -0.0102 0.043
F 2.0630 0.9687 -6.0986 0.1184 0.1929 -0.2980 -0.770
Al 1.9941 0.1113 -4.6737 0.1129 -0.3085 -0.1215 2.135
F 2.0736 -1.5539 -4.9779 -0.2291 -0.1547 0.1005 -0.785
F 0.5565 0.4104 -3.8715 0.0326 -0.5478 -0.0658 -0.783
F 3.2877 0.5620 -3.6863 0.2164 0.0916 0.1726 -0.788
C -1.2653 -2.9554 -4.9322 0.3272 0.1291 -0.4213 -0.766
C -1.7842 -2.8504 -3.5954 -0.5817 0.3042 0.0299 0.465
N -2.2424 -2.7653 -2.5371 0.8517 -0.4619 -0.0365 -0.549
H -1.0633 -4.0009 -5.1625 -0.0081 0.0064 -0.0139 0.275
H -2.0062 -2.5665 -5.6311 -0.0207 -0.0122 0.0247 0.290
H -0.3427 -2.3699 -5.0349 -0.0235 -0.0329 0.1134 0.329
Al -0.6659 -3.5213 -1.1109 -0.5939 0.4811 0.3264 0.889
O 5.3721 -0.0632 -6.2026 -0.0270 0.0685 0.0607 -0.434
H 4.7898 0.4694 -5.6248 -0.0623 -0.0459 0.0244 0.439
F -4.0963 -2.3208 1.0280 0.1736 -0.3519 -0.6001 -0.718
```
Forces are in eV/Å.

The energy above the lowest of the compared OMol25 structures with the same formula, charge and spin comes out at 0.00 kJ/mol. As for the total charge: 0. As for the spin multiplicity: 1. The calculation puts the total energy at -4410.3148 Ha.

=====

no.,HOMO (eV),frontier orbital gap (eV)
1,-9.6,10.0
2,-3.7,5.4
3,-15.1,12.0
4,-7.7,1.0